Record 1
Entry from the Open Molecules 2025 dataset: 6 unconnected molecules or ions with the total composition C20H57N5O6 in a non-equilibrium geometry (the ωB97M-V functional and the def2-TZVPD basis).

Frontier orbital gap = 9.242 eV
HOMO level = -8.6 eV
Net charge = 0
ΔE to the lowest compared entry with this formula, charge and spin = 61.0 kcal/mol
SMILES = COC[C@H](C)N.COC[C@H](C)N.COC[C@H](C)N.COC[C@H](C)N.COC[C@H](C)N.O

Element x y z (Å)
O1 -0.803 -1.124 -0.120
H1 -0.722 -1.949 0.406
H2 -0.862 -0.329 0.485
C1 -2.839 6.566 -0.803
C2 -2.105 5.433 0.014
C3 -1.208 4.575 -0.931
O2 -1.954 4.032 -1.947
C4 -1.165 3.455 -2.931
N1 -1.390 6.024 1.059
H3 -3.447 7.109 -0.083
H4 -3.516 6.194 -1.575
H5 -2.231 7.340 -1.266
H6 -2.985 4.680 0.265
H7 -0.769 3.762 -0.316
H8 -0.406 5.249 -1.242
H9 -0.617 2.561 -2.551
H10 -0.317 4.141 -3.226
H11 -1.871 3.301 -3.752
H12 -1.679 7.021 1.208
H13 -1.368 5.583 1.980
C5 -2.821 2.507 3.127
C6 -2.210 1.226 2.582
C7 -3.284 0.198 2.411
O3 -3.524 -0.312 3.704
C8 -3.758 -1.713 3.780
N2 -1.538 1.509 1.281
H14 -3.428 2.308 3.995
H15 -3.549 2.897 2.389
H16 -2.070 3.344 3.266
H17 -1.442 0.779 3.181
H18 -2.964 -0.579 1.709
H19 -4.115 0.668 1.957
H20 -3.983 -1.883 4.850
H21 -2.848 -2.239 3.430
H22 -4.620 -2.051 3.210
H23 -1.067 2.337 1.488
H24 -2.143 1.670 0.438
C9 0.631 -2.993 3.648
C10 1.526 -3.779 2.683
C11 0.949 -3.641 1.215
O4 -0.338 -4.100 1.045
C12 -0.550 -5.382 0.500
N3 2.854 -3.214 2.667
H25 0.935 -3.041 4.703
H26 -0.313 -3.477 3.593
H27 0.526 -1.989 3.202
H28 1.422 -4.828 3.047
H29 1.639 -4.079 0.464
H30 0.974 -2.564 1.046
H31 -0.091 -6.118 1.161
H32 -0.198 -5.408 -0.553
H33 -1.598 -5.504 0.590
H34 3.040 -2.736 3.544
H35 3.508 -4.015 2.657
C13 5.152 -0.497 -1.710
C14 4.724 -0.908 -0.369
C15 3.544 -0.120 0.304
O5 3.857 1.224 0.302
C16 2.842 2.175 0.662
N4 4.499 -2.418 -0.379
H36 6.046 -1.119 -1.954
H37 5.398 0.530 -1.775
H38 4.413 -0.667 -2.443
H39 5.650 -0.843 0.210
H40 3.336 -0.661 1.232
H41 2.553 -0.137 -0.280
H42 2.803 3.037 0.000
H43 2.929 2.490 1.687
H44 1.849 1.758 0.556
H45 3.614 -2.620 -0.845
H46 4.309 -2.675 0.619
C17 -0.469 -3.187 -2.837
C18 0.627 -2.162 -3.136
C19 0.166 -0.917 -3.840
O6 -0.183 -1.225 -5.199
C20 -1.042 -0.170 -5.696
N5 1.366 -1.949 -1.905
H47 -1.087 -3.417 -3.728
H48 -1.206 -2.798 -2.095
H49 0.024 -4.099 -2.486
H50 1.291 -2.712 -3.853
H51 1.038 -0.236 -3.909
H52 -0.523 -0.368 -3.212
H53 -2.021 -0.374 -5.347
H54 -0.925 -0.141 -6.766
H55 -0.767 0.825 -5.334
H56 0.791 -1.726 -1.107
H57 2.105 -1.317 -2.050



Record 2
Entry from the Open Molecules 2025 dataset: a molecular structure, C15H18F3N2O8P2Pd (the ωB97M-V functional and the def2-TZVPD basis).

Spin multiplicity = 3
Frontier orbital gap (alpha / beta) = 8.279 / 7.270 eV
HOMO level (alpha / beta) = -5.7 / -5.7 eV
Net charge = -1

Element x y z (Å)
Pd1 2.049 1.563 -0.953
O1 6.176 1.813 0.164
P1 4.790 0.984 0.228
O2 4.957 -0.311 0.914
O3 4.195 1.087 -1.161
O4 3.886 1.946 1.234
P2 2.826 3.127 0.899
O5 3.241 4.266 1.950
O6 1.438 2.621 1.201
O7 3.022 3.583 -0.528
H1 6.585 1.811 1.037
H2 2.491 4.440 2.530
F1 -7.275 3.097 -0.677
C1 -6.789 1.865 -0.421
F2 -7.089 1.608 0.869
F3 -7.500 1.006 -1.171
C2 -5.318 1.769 -0.674
C3 -4.457 2.536 0.103
C4 -3.092 2.479 -0.109
C5 -2.558 1.652 -1.107
C6 -3.437 0.887 -1.877
C7 -4.808 0.946 -1.664
C8 -1.137 1.586 -1.300
C9 0.065 1.539 -1.445
H3 -4.857 3.178 0.880
H4 -2.408 3.064 0.495
H5 -3.029 0.244 -2.647
H6 -5.477 0.348 -2.269
C10 3.251 -3.033 -1.291
N1 1.995 -2.942 -0.566
C11 1.521 -4.146 0.077
C12 0.035 -4.029 0.319
C13 -0.218 -2.835 1.211
N2 0.574 -1.682 0.808
C14 0.162 -0.420 1.406
C15 1.543 -1.708 -0.159
O8 2.047 -0.695 -0.634
H7 3.128 -3.675 -2.168
H8 4.028 -3.457 -0.646
H9 3.572 -2.043 -1.595
H10 2.052 -4.326 1.024
H11 1.739 -4.987 -0.583
H12 -0.365 -4.933 0.779
H13 -0.463 -3.888 -0.644
H14 0.018 -3.084 2.252
H15 -1.277 -2.559 1.183
H16 -0.796 -0.080 1.005
H17 0.893 0.353 1.234
H18 0.068 -0.562 2.486



Record 3
Entry from the Open Molecules 2025 dataset: 12 unconnected molecules or ions with the total composition C16H34Cl22N in a non-equilibrium geometry (the ωB97M-V functional and the def2-TZVPD basis).

Frontier orbital gap = 9.559 eV
HOMO level = -12.2 eV
Net charge = +1
ΔE to the lowest compared entry with this formula, charge and spin = 58.6 kcal/mol

Element x y z (Å)
C1 -0.410 1.757 -0.441
C2 -0.105 0.590 -1.563
C3 0.422 1.219 -2.998
C4 2.023 1.271 -2.652
C5 2.267 0.429 -1.265
N1 1.008 -0.411 -1.191
H1 -0.866 1.254 0.513
H2 0.579 2.309 -0.083
H3 -1.115 2.616 -0.853
H4 -1.089 -0.047 -1.593
H5 0.294 0.433 -3.860
H6 0.081 2.327 -3.159
H7 2.411 2.346 -2.402
H8 2.532 0.684 -3.527
H9 2.317 0.990 -0.239
H10 3.306 -0.086 -1.425
H11 0.752 -0.849 -0.276
H12 0.923 -1.088 -2.001
C6 2.547 -3.626 0.873
Cl1 1.084 -2.677 1.162
Cl2 2.470 -4.455 -0.687
H13 3.411 -2.958 0.878
H14 2.651 -4.370 1.666
C7 6.015 1.443 -2.476
Cl3 5.720 0.133 -1.327
Cl4 5.404 2.982 -1.857
H15 7.091 1.530 -2.647
H16 5.510 1.212 -3.416
C8 6.014 -3.247 3.006
Cl5 5.806 -2.063 1.710
Cl6 4.456 -3.700 3.710
H17 6.493 -4.140 2.598
H18 6.644 -2.814 3.786
C9 -2.998 5.160 -1.676
Cl7 -2.939 3.503 -2.289
Cl8 -3.166 5.181 0.084
H19 -2.074 5.674 -1.951
H20 -3.853 5.674 -2.121
C10 -6.105 2.058 -1.027
Cl9 -6.571 2.150 0.676
Cl10 -7.474 2.430 -2.082
H21 -5.304 2.777 -1.216
H22 -5.753 1.047 -1.245
C11 -2.247 7.571 3.031
Cl11 -3.389 8.046 4.294
Cl12 -1.529 8.989 2.257
H23 -1.452 6.969 3.478
H24 -2.775 6.983 2.276
C12 5.058 -5.952 7.186
Cl13 3.949 -6.808 6.108
Cl14 6.374 -5.198 6.277
H25 4.506 -5.177 7.722
H26 5.481 -6.664 7.899
C13 1.189 -7.585 3.918
Cl15 0.981 -6.401 2.622
Cl16 -0.368 -8.038 4.622
H27 1.668 -8.478 3.510
H28 1.820 -7.151 4.698
C14 -7.853 0.193 -4.990
Cl17 -6.489 -0.872 -5.353
Cl18 -9.391 -0.595 -5.363
H29 -7.832 0.448 -3.928
H30 -7.764 1.102 -5.589
C15 -0.922 -7.886 -0.312
Cl19 0.442 -8.950 -0.675
Cl20 -2.460 -8.673 -0.685
H31 -0.902 -7.631 0.751
H32 -0.833 -6.976 -0.911
C16 -3.121 8.954 -1.538
Cl21 -1.757 7.890 -1.901
Cl22 -4.659 8.167 -1.911
H33 -3.100 9.209 -0.475
H34 -3.032 9.864 -2.137



Record 4
Entry from the Open Molecules 2025 dataset: 7 unconnected molecules or ions with the total composition C46H72N6O5 in a non-equilibrium geometry (the ωB97M-V functional and the def2-TZVPD basis).

Frontier orbital gap = 8.436 eV
HOMO level = -8.2 eV
Net charge = 0
SMILES = CCOCCOC[C@H]1OC(=O)[C@H](CC)[C@H]1CCCCCCCCCCOC.c1cc[nH]c1.c1cc[nH]c1.c1cc[nH]c1.c1cc[nH]c1.c1cc[nH]c1.c1cc[nH]c1

Element x y z (Å)
C1 2.952 -3.854 -2.381
C2 3.442 -4.652 -1.149
O1 3.908 -3.809 -0.111
C3 2.863 -3.122 0.540
C4 2.806 -3.593 2.002
O2 2.099 -2.708 2.857
C5 0.780 -2.432 2.443
C6 -0.075 -3.662 2.187
O3 0.061 -4.737 3.118
C7 -0.609 -5.756 2.485
O4 -0.258 -6.843 2.362
C8 -1.902 -5.072 1.965
C9 -2.531 -5.687 0.701
C10 -2.969 -7.172 0.939
C11 -1.596 -3.536 1.951
C12 -2.476 -2.822 2.962
C13 -2.382 -1.284 2.950
C14 -2.493 -0.632 1.556
C15 -1.580 0.595 1.430
C16 -1.889 1.409 0.140
C17 -0.626 1.811 -0.648
C18 -0.486 0.930 -1.908
C19 0.291 1.579 -3.075
C20 1.475 2.455 -2.651
C21 2.408 1.817 -1.603
O5 3.789 1.857 -1.952
C22 4.250 3.199 -2.110
H1 3.496 -2.914 -2.433
H2 1.878 -3.680 -2.295
H3 3.154 -4.455 -3.266
H4 2.694 -5.373 -0.799
H5 4.302 -5.236 -1.481
H6 3.041 -2.040 0.584
H7 1.902 -3.245 0.031
H8 3.835 -3.604 2.359
H9 2.465 -4.633 2.084
H10 0.328 -1.873 3.265
H11 0.730 -1.765 1.572
H12 0.257 -4.070 1.219
H13 -2.589 -5.234 2.811
H14 -3.408 -5.116 0.396
H15 -1.774 -5.663 -0.087
H16 -4.048 -7.310 0.890
H17 -2.461 -7.797 0.208
H18 -2.650 -7.545 1.912
H19 -1.734 -3.292 0.896
H20 -2.196 -3.176 3.960
H21 -3.519 -3.116 2.812
H22 -1.498 -0.913 3.471
H23 -3.227 -0.920 3.541
H24 -2.320 -1.320 0.726
H25 -3.522 -0.276 1.452
H26 -0.534 0.287 1.489
H27 -1.856 1.237 2.270
H28 -2.489 2.275 0.426
H29 -2.555 0.774 -0.451
H30 -0.554 2.879 -0.856
H31 0.223 1.570 0.000
H32 -1.501 0.750 -2.276
H33 -0.096 -0.065 -1.677
H34 -0.393 2.171 -3.686
H35 0.665 0.772 -3.711
H36 1.175 3.452 -2.326
H37 2.079 2.619 -3.551
H38 2.164 0.782 -1.361
H39 2.311 2.403 -0.676
H40 3.532 3.948 -1.774
H41 4.504 3.318 -3.166
H42 5.174 3.400 -1.561
N1 6.198 1.226 -4.238
C23 6.253 1.606 -5.551
C24 7.541 1.440 -5.986
C25 8.293 0.935 -4.893
C26 7.436 0.812 -3.832
H43 5.372 1.246 -3.659
H44 5.373 1.961 -6.061
H45 7.903 1.655 -6.978
H46 9.342 0.690 -4.887
H47 7.601 0.468 -2.825
N2 -0.088 5.509 -6.311
C27 -1.431 5.761 -6.381
C28 -1.925 5.766 -5.103
C29 -0.835 5.513 -4.228
C30 0.283 5.361 -5.003
H48 0.530 5.443 -7.100
H49 -1.918 5.912 -7.329
H50 -2.952 5.935 -4.826
H51 -0.869 5.450 -3.152
H52 1.308 5.160 -4.739
N3 5.127 4.315 1.251
C31 4.422 5.471 1.036
C32 5.229 6.525 1.372
C33 6.471 5.986 1.801
C34 6.377 4.623 1.713
H53 4.779 3.386 1.094
H54 3.411 5.442 0.665
H55 4.960 7.566 1.315
H56 7.334 6.537 2.136
H57 7.090 3.848 1.940
N4 -4.118 -6.183 5.205
C35 -4.321 -5.443 6.339
C36 -5.600 -4.954 6.299
C37 -6.194 -5.419 5.095
C38 -5.254 -6.172 4.445
H58 -3.267 -6.661 4.967
H59 -3.541 -5.330 7.073
H60 -6.059 -4.332 7.050
H61 -7.195 -5.223 4.748
H62 -5.298 -6.704 3.508
N5 -2.214 5.686 2.669
C39 -2.178 6.008 1.340
C40 -0.891 5.841 0.902
C41 -0.121 5.394 2.010
C42 -0.966 5.307 3.084
H63 -3.031 5.722 3.252
H64 -3.067 6.328 0.824
H65 -0.540 6.017 -0.102
H66 0.932 5.164 2.018
H67 -0.787 5.010 4.104
N6 -6.806 -1.246 -0.943
C43 -6.294 -1.231 0.325
C44 -6.629 -0.034 0.901
C45 -7.378 0.700 -0.058
C46 -7.472 -0.075 -1.183
H68 -6.709 -2.001 -1.598
H69 -5.736 -2.070 0.707
H70 -6.368 0.280 1.898
H71 -7.800 1.684 0.065
H72 -7.952 0.105 -2.130



Record 5
Entry from the Open Molecules 2025 dataset: CH5PS2 in the gas phase in a non-equilibrium geometry (the ωB97M-V functional and the def2-TZVPD basis).

Spin multiplicity = 3
Frontier orbital gap (alpha / beta) = 5.259 / 5.822 eV
HOMO level (alpha / beta) = -4.5 / -9.3 eV
Net charge = 0
ΔE to the lowest compared entry with this formula, charge and spin = 48.4 kcal/mol

Element x y z (Å)
C1 1.048 -0.761 0.375
P1 -0.657 -0.046 -0.421
S1 -2.361 -0.561 0.322
S2 -0.262 2.029 -0.428
H1 1.080 -1.822 0.141
H2 1.877 -0.218 -0.058
H3 0.971 -0.615 1.445
H4 -0.436 -0.328 -1.775
H5 -1.261 2.322 0.399



Record 6
Entry from the Open Molecules 2025 dataset: a molecular structure, C26H22CrIN3O2 (the ωB97M-V functional and the def2-TZVPD basis).

Spin multiplicity = 4
Frontier orbital gap (alpha / beta) = 7.686 / 7.520 eV
HOMO level (alpha / beta) = -11.2 / -11.4 eV
Net charge = +1

Element x y z (Å)
Cr1 0.369 0.499 -0.752
C1 -3.510 2.702 -1.755
C2 -3.107 2.733 -0.313
N1 -3.872 3.353 0.550
C3 -3.520 3.391 1.850
C4 -2.391 2.800 2.351
C5 -2.098 2.873 3.828
O1 -0.828 3.444 4.118
C6 -1.540 2.117 1.439
C7 -0.374 1.451 1.947
N2 0.459 0.709 1.282
C8 1.439 -0.001 2.043
C9 1.163 -0.476 3.325
C10 2.126 -1.147 4.058
C11 3.382 -1.379 3.521
C12 3.663 -0.961 2.230
C13 2.691 -0.291 1.510
I1 3.103 0.207 -0.481
C14 -1.898 2.093 0.087
O2 -1.164 1.533 -0.851
H1 -4.459 3.218 -1.870
H2 -3.609 1.674 -2.108
H3 -2.757 3.188 -2.378
H4 -4.198 3.921 2.509
H5 -2.077 1.873 4.267
H6 -2.903 3.418 4.325
H7 -0.850 4.381 3.898
H8 -0.184 1.586 3.007
H9 0.173 -0.346 3.743
H10 1.884 -1.504 5.050
H11 4.136 -1.906 4.089
H12 4.628 -1.164 1.786
N3 0.320 0.394 -2.853
C15 1.277 -0.574 -3.348
C16 2.242 -0.178 -4.258
C17 3.208 -1.081 -4.676
C18 3.193 -2.376 -4.180
C19 2.220 -2.760 -3.270
C20 1.243 -1.870 -2.828
C21 0.228 -2.279 -1.821
C22 -0.287 -3.576 -1.855
C23 -1.211 -4.003 -0.916
C24 -1.645 -3.135 0.075
C25 -1.151 -1.838 0.113
C26 -0.214 -1.399 -0.820
H13 0.425 1.284 -3.333
H14 -0.637 0.079 -3.016
H15 2.235 0.834 -4.648
H16 3.962 -0.773 -5.387
H17 3.944 -3.087 -4.496
H18 2.234 -3.764 -2.867
H19 0.025 -4.253 -2.641
H20 -1.601 -5.011 -0.966
H21 -2.373 -3.461 0.805
H22 -1.512 -1.163 0.881